Record 1
2 unconnected molecules or ions with the total composition CH3ClNO3S at a distorted geometry, computed with ωB97M-V/def2-TZVPD.

Properties
* Kohn-Sham gap (alpha / beta): 0.301 / 0.301 Ha
* LUMO level (alpha / beta): 3.86 / 3.86 eV
* energy above the lowest of the compared OMol25 structures with the same formula, charge and spin: 21.57 kcal per mole
* HOMO (alpha / beta): -4.32 / -4.32 eV
* net charge: -1

Last column: natural (NBO) charge in e.
Geometry (Å):
N 0.06571 -0.89930 0.73126  -0.60
H -1.89302 -0.71972 -0.35438  0.20
Cl 1.74798 -1.33719 0.23310  -0.05
S 0.50409 1.46634 0.50844  2.41
H -0.82082 -2.06993 -0.82798  0.16
O 0.67029 1.44633 -0.90153  -0.95
C -0.78344 -1.02676 -0.42116  -0.48
O -0.73338 2.08381 1.01611  -0.95
O 1.67252 1.64184 1.35101  -0.93
H -0.42993 -0.58540 -1.33487  0.20


Record 2
5 unconnected molecules or ions with the total composition C29H79BrCl2IN13O6P5 at a distorted geometry, computed with ωB97M-V/def2-TZVPD.

Properties
* Kohn-Sham gap: 0.219 Ha
* LUMO level: -3.13 eV
* HOMO: -9.08 eV
* net charge: +1

Last column: Mulliken charge in e.
Geometry (Å):
H 3.86318 -8.70239 1.02134  0.53
H 6.57489 -1.92737 -1.04352  0.43
H 2.64221 -9.37467 -1.46235  0.67
N 0.07663 -1.38091 -0.82333  0.31
H 7.93668 -10.16546 1.06590  0.38
P -1.59665 5.93370 5.46325  0.91
H 0.10401 3.77698 3.71174  0.29
H 0.34499 2.79949 5.16053  0.37
H -5.99194 1.36098 -2.05096  0.04
H -4.81128 2.41858 2.61739  0.21
H 4.76203 -0.66163 -5.71305  0.36
H -2.44996 3.33551 4.00813  0.33
C 5.85834 -10.47176 0.74294  0.64
H 6.21143 -4.52640 -6.47261  0.34
C -3.74186 -1.26068 -0.39081  -0.96
N -5.74789 5.00024 -0.31610  -0.12
H 0.90832 0.56506 -0.71498  0.31
H -3.90306 -0.42831 -3.03984  0.27
N -0.93506 6.85188 4.15484  0.13
H -4.06355 -0.33890 -0.86947  0.07
C -0.42687 5.51431 7.84233  -1.11
H 0.97952 4.41936 5.12881  0.34
H -5.24643 5.90200 1.55988  0.25
H -7.60144 1.71656 -2.62988  0.34
Cl 4.72682 -11.36778 1.67825  -0.11
C 6.38384 -2.65359 -1.83287  -0.96
C -4.88041 5.84998 0.53649  -1.16
H -2.60107 -0.66779 -4.20592  0.24
H -1.02251 8.10272 7.31637  0.38
O -2.99542 5.76933 4.93973  -0.84
N 3.85732 -2.48216 -5.10538  0.20
H 6.19662 -0.18785 -2.19347  0.40
H 4.36349 -5.66755 0.44596  0.38
H -4.13838 -2.10497 -0.96264  0.34
O -0.79235 -2.09002 -2.97576  -0.82
H -3.11112 0.95667 -3.79718  0.37
C -6.97812 1.68822 -1.73251  -0.80
H 2.01556 -2.64370 -4.05386  0.33
H -4.88795 6.87465 0.16765  0.43
H 5.82108 -3.47295 -1.37841  0.07
N -6.35639 3.45218 1.62007  0.01
P -1.39437 -1.52349 -1.71885  0.81
P 3.81557 -7.23472 -0.82766  0.12
H 0.66574 7.74987 7.71072  0.38
C 0.13333 3.81413 4.80824  -1.12
C -1.94233 1.21642 -1.54941  -0.73
H 6.75303 -0.46956 -3.83694  0.30
H 5.14611 -3.23607 -7.02921  0.32
C -8.27477 3.53216 -1.01783  -1.20
H -5.88031 3.29919 3.68502  0.46
N -0.26472 6.24305 6.55100  -0.08
H -1.32830 5.83112 8.37471  0.36
H -1.83736 2.29993 5.31059  0.34
O 1.98182 -9.90847 1.53323  -0.43
C 3.78972 -1.07140 -5.44555  -1.16
H -1.20237 8.63086 3.03393  0.42
C -5.30868 5.29575 -1.71089  -1.12
C 5.50615 -9.38903 0.04829  -0.15
I 0.35590 -11.28048 -0.47130  0.14
N -2.28221 -1.33127 -0.23362  0.04
Cl 6.74238 -8.55085 -0.80152  -0.09
N -1.92709 -0.00075 -2.32507  0.09
H 6.86622 -3.10237 -7.30214  0.42
C -2.93593 -0.03508 -3.38167  -0.95
H -8.75913 3.50731 -1.99908  0.38
H 8.01636 -2.39373 -4.07000  0.29
C 5.92594 -0.66075 -3.13831  -0.83
C -0.09637 7.66333 6.93768  -1.10
N -1.12139 4.28168 5.36477  0.21
H 5.05804 -0.10706 -3.48574  0.16
H 1.03662 -3.00547 -1.76521  0.41
N 6.29129 -2.73160 -5.28795  -0.08
H -2.63376 8.06518 3.86850  0.25
C 0.41615 6.77196 3.63761  -0.79
H 7.35463 -3.06209 -2.14940  0.28
H -8.42661 3.83843 1.47419  0.21
Br 4.34437 -7.52482 -2.95054  -0.01
C 6.11599 -3.44258 -6.58839  -1.11
H 3.62880 -10.72732 -0.90434  0.42
H -0.48622 4.44132 7.69150  0.32
H -7.46795 5.28779 1.80539  0.31
H -4.26840 5.00099 -1.87789  0.35
P 5.06751 -3.19831 -4.12529  0.87
C -7.53983 4.20503 1.98473  -0.82
O 4.85737 -6.19489 -0.19995  -0.34
C 7.68457 -3.03426 -4.88461  -1.07
H -4.22036 -1.25408 0.58697  0.43
H -2.59012 -2.28566 1.64047  0.40
H -2.39212 -3.41472 0.28704  0.35
H 7.57495 -11.24590 -0.23184  0.35
H -8.29164 4.57530 -0.70822  0.36
H 2.48984 -4.08758 -4.95843  0.21
H -4.67485 4.17261 2.73702  0.31
P -5.67136 3.28957 0.03794  1.26
H -3.05545 3.49606 5.66626  0.32
H 2.04448 -2.11711 -0.65035  0.28
H -0.94840 1.48128 -1.19576  0.14
H 1.19920 7.05605 4.35561  0.30
H 0.25816 8.26814 6.10522  0.30
O -5.30044 1.82530 0.18117  -0.84
H -5.40379 6.36291 -1.91235  0.42
H 7.35488 -11.82855 1.44243  0.37
H 8.36278 -2.83341 -5.71230  0.40
H 3.35284 -0.47973 -4.63292  0.20
C 3.11563 -9.82394 -0.58978  -0.94
H -3.84612 5.49838 0.55655  0.38
C -5.39028 3.34004 2.71324  -1.15
C 0.48136 -0.21113 -0.06735  -1.17
C 1.25666 -2.00531 -1.40180  -1.18
H -7.39395 0.93369 -1.05306  0.29
H 1.66281 -1.41443 -2.23143  0.26
H 0.53004 7.42677 2.77285  0.37
N -6.92576 3.00661 -1.11523  0.20
H 0.64802 5.77713 3.26404  0.18
H -8.89414 2.93744 -0.33557  0.31
C 2.49960 -3.00108 -4.96660  -0.98
H -7.75720 4.07624 3.04550  0.36
H -2.25162 2.07682 -2.14626  0.35
C -2.16775 3.31334 5.06818  -1.08
H 3.15665 -0.92886 -6.32564  0.42
H -1.35099 8.86329 4.77781  0.27
H -5.92487 4.78150 -2.44179  0.32
C 7.27337 -10.97752 0.77987  -1.33
H -2.61686 1.17839 -0.68408  0.33
H 0.43666 5.69618 8.48256  0.42
C -1.55013 8.16375 3.95454  -1.08
H -1.00274 -2.56510 0.96514  0.33
H -0.33698 0.20998 0.51321  0.37
N 4.10412 -8.89271 0.03890  0.06
H 7.81133 -4.07672 -4.58096  0.35
H 1.87712 -2.70041 -5.81174  0.36
C -2.05287 -2.46347 0.70861  -1.10
C 2.00818 -10.19525 0.37562  0.30
H 1.25215 -0.48359 0.66194  0.34
O 4.11463 -3.92725 -3.19322  -0.63
N 5.62250 -2.06385 -2.93036  0.23


Record 3
A gas-phase ion, C5H12NOS (charge -1) at a distorted geometry, computed with ωB97M-V/def2-TZVPD.

Properties
* structure (SMILES): CSCC[C@@H](N)C[O-]
* Kohn-Sham gap: 0.201 Ha
* LUMO level: 3.02 eV
* energy above the lowest of the compared OMol25 structures with the same formula, charge and spin: 52.91 kcal per mole
* HOMO: -2.45 eV
* net charge: -1

Last column: natural (NBO) charge in e.
Geometry (Å):
C -1.35004 -0.89738 1.24236  -0.02
H 1.96803 -0.89021 -2.76660  0.20
C 0.77429 0.66487 -0.60186  -0.51
H 1.68229 -2.16864 -1.53682  0.22
H -1.49739 -1.21821 0.17714  0.05
C 2.30863 -1.33075 -1.82399  -0.76
H 0.13277 -0.04428 -1.11267  0.22
H -1.99755 0.87823 -0.65622  0.32
C -1.08978 0.63505 1.14608  -0.08
H 0.87956 1.51891 -1.27673  0.20
H -2.98873 0.88391 0.62300  0.38
S 2.42903 -0.12233 -0.50548  0.16
H -1.28115 0.94407 2.17381  0.19
H 3.31428 -1.66376 -2.09976  0.22
H 0.32622 2.19659 0.81511  0.20
H -0.40829 -1.41932 1.54718  0.07
C 0.30671 1.10696 0.77346  -0.43
O -2.40002 -1.14612 2.03529  -0.96
H 0.98989 0.79602 1.56474  0.21
N -2.09873 1.27641 0.28197  -0.87


Record 4
A single C8H12N2Si molecule at a distorted geometry, computed with ωB97M-V/def2-TZVPD.

Properties
* Kohn-Sham gap (alpha / beta): 0.227 / 0.227 Ha
* LUMO level (alpha / beta): -0.45 / -1.37 eV
* HOMO (alpha / beta): -6.62 / -7.55 eV
* expectation value of S²: 2.0103
* net charge: 0
* 2S+1: 3

Last column: Löwdin spin population.
Geometry (Å):
C -0.14022 2.11382 -0.45803  0.12
C -2.71221 -0.57014 -1.73664  0.03
H -3.33568 -1.40480 -1.54901  0.00
N 2.87632 -0.42975 -0.51875  0.03
H 0.92543 2.55094 -0.24069  0.03
C 1.53842 -0.08538 1.20410  0.09
H 0.54710 -0.30330 1.65695  0.02
C -1.71875 -1.81074 0.79588  0.03
H 2.93333 0.92940 2.50495  0.00
N 1.59640 -0.40247 -0.12418  0.14
C -0.62604 0.95647 0.32528  0.61
H -2.17804 -2.68110 0.36768  0.00
H -2.42719 -1.54189 1.59627  0.00
H 4.69138 0.56914 0.41616  0.00
H -2.54736 -0.44939 -2.74635  0.00
Si -1.23824 -0.53913 -0.60062  0.18
C 3.56038 0.25985 0.41236  0.08
H -0.68930 -2.15751 1.09613  0.00
H -3.33351 0.29540 -1.46795  0.00
H -0.82395 2.79900 -0.09202  0.01
C 2.69965 0.51656 1.55521  0.05
C 0.61449 -0.71768 -0.86897  0.56
H -0.21239 2.10270 -1.52778  0.02